A structure of composition C20H25MoN2O at a distorted geometry. Source: the OMol25 dataset; level of theory: wB97M-V/def2-TZVPD.

XYZ file:
```
49
Properties=species:S:1:pos:R:3:forces:R:3
C -2.25425 -1.28755 -2.51803 -1.4 0.4 -0.7
C -1.31650 -2.44069 -2.81927 -0.1 -0.4 -0.3
C -3.68303 -1.74438 -2.13433 0.3 0.0 -0.5
C -2.32217 -0.34982 -3.73963 -0.1 -0.4 0.0
H -4.16341 -2.17692 -3.02138 -0.1 0.1 0.1
H -4.28493 -0.89723 -1.78390 0.0 -0.3 -0.1
H -3.70132 -2.52530 -1.37060 -0.1 0.2 -0.2
H -1.55450 -2.98422 -3.73971 -0.2 0.4 -0.2
H -1.38568 -3.19272 -2.02650 0.2 0.1 -0.5
H -0.29748 -2.02614 -2.92067 -0.2 -0.6 -0.1
H -2.80901 -0.86752 -4.57464 0.1 0.0 0.0
H -1.30463 -0.07440 -4.04683 -0.3 0.1 -0.1
H -2.91469 0.54663 -3.53234 0.1 -0.2 -0.2
C -0.07363 -1.23033 1.68158 -1.2 0.5 0.2
C -1.45946 -1.34404 1.35321 0.6 -1.3 0.1
C -1.54630 -2.19082 0.18337 0.8 -0.6 0.0
H -2.32349 -1.10722 1.98117 0.6 0.0 -0.3
C -0.17048 -2.36770 -0.29651 -0.3 -0.6 0.7
C 0.69587 -1.78172 0.65166 -0.5 -0.2 -1.1
H 1.77989 -1.84024 0.56998 -0.4 0.2 0.1
H 0.31428 -0.92251 2.64672 -0.1 0.5 -0.3
H -2.45178 -2.67307 -0.15307 0.3 -0.2 0.2
H 0.20659 -2.93842 -1.13917 -0.3 0.1 0.6
C -0.51200 2.08438 -0.92760 -1.3 -0.9 -0.3
C -1.01952 1.84039 0.37796 -0.8 -0.5 -0.6
C -2.34539 1.30801 0.29996 0.1 0.8 -0.8
H -0.51822 2.05221 1.29391 0.4 -0.3 0.3
C -2.71607 1.31549 -1.09160 0.6 0.9 -0.4
C -1.56397 1.77049 -1.84854 -0.4 0.5 0.7
H -1.53907 1.98490 -2.90300 0.0 -0.1 0.0
H 0.47750 2.45560 -1.18728 -0.4 -0.3 0.0
H -3.01311 1.09057 1.13220 0.3 0.0 -0.3
H -3.70055 1.15972 -1.47521 -0.3 -0.1 -0.2
Mo -1.32127 -0.36081 -0.90696 3.1 1.8 3.7
N 5.51508 0.59509 4.16643 -0.4 -0.3 -0.2
C 4.52669 0.04517 3.38781 0.3 -0.5 0.3
O 4.30430 -1.16395 3.33257 0.3 1.4 0.0
C 3.72240 1.02127 2.57307 -0.7 0.5 -0.4
C 3.96160 2.41002 2.48298 -0.1 -0.6 0.0
C 3.10179 3.19015 1.71186 -0.6 -0.4 -0.3
C 2.01340 2.56176 1.07302 0.9 0.3 0.8
N 1.75852 1.25644 1.18896 0.2 0.4 -0.4
C 2.59919 0.51109 1.89178 0.6 0.3 0.6
H 6.01601 -0.05442 4.75640 0.0 0.2 0.0
H 5.56638 1.58570 4.37887 0.0 -0.6 -0.1
H 4.81070 2.87140 3.00069 -0.4 -0.1 -0.3
H 3.21444 4.26705 1.59267 0.2 -0.3 0.1
H 1.31886 3.16601 0.48518 0.3 -0.1 0.2
H 2.36243 -0.54740 1.96276 0.4 0.3 0.2
```
Positions in Å, forces in eV/Å.

The HOMO energy (alpha / beta) comes out at -11.2906 / -12.0007 eV. Its calculated total energy is -1029.69533 Eh. Its expectation value of S² is 2.035. As for the multiplicity: 3. Its total charge is +1. As for the orbital gap (alpha / beta): 6.643 / 7.802 eV.